Molecular formula: C30H45BrGdO2P2
Method: DFT, wB97M-V/def2-TZVPD

The geometry in ORCA input format:
```
! RIJCOSX wB97M-V def2-TZVPD def2/J DEFGRID3
* xyz 1 8
Gd 0.946 -1.073 1.718
C -1.293 -1.170 2.782
C -1.093 -2.435 2.131
C 0.488 -2.242 3.804
C -0.347 -1.079 3.854
C 0.036 -3.086 2.739
C -2.465 -0.278 2.593
H -2.771 -0.267 1.541
H -2.189 0.740 2.881
H -3.322 -0.602 3.205
C -0.331 -0.127 4.996
H -1.126 0.618 4.898
H 0.623 0.416 5.018
H -0.434 -0.641 5.968
C 1.613 -2.469 4.752
H 1.239 -2.508 5.790
H 2.346 -1.649 4.674
H 2.132 -3.408 4.528
C 0.635 -4.409 2.376
H 1.011 -4.916 3.281
H 1.464 -4.295 1.650
H -0.114 -5.056 1.897
C -1.994 -3.067 1.126
H -2.012 -4.159 1.253
H -1.702 -2.835 0.090
H -3.022 -2.709 1.259
C -1.508 2.224 -1.148
C -2.569 1.452 -0.854
C -2.583 -0.019 -1.136
C -2.289 -0.422 -2.621
C -1.031 -1.051 -2.939
C 0.312 -0.608 -2.697
C 0.491 0.654 -1.790
C -0.455 1.815 -2.142
H -3.580 -0.448 -0.935
H -2.540 0.413 -3.288
H -1.875 -0.565 -0.465
H -0.995 1.531 -3.133
H -1.281 3.137 -0.597
H -3.428 1.839 -0.304
H 0.171 2.704 -2.354
H 0.363 0.284 -0.762
H 0.821 -1.452 -2.197
H 1.533 1.018 -1.845
H -3.072 -1.162 -2.887
H -1.102 -2.059 -3.318
P -0.933 1.625 -4.862
C -1.027 3.362 -5.351
C -1.977 0.668 -5.997
P 1.292 -0.515 -4.218
C 0.777 1.053 -5.047
C 0.703 -1.788 -5.361
C 3.023 -0.512 -3.702
H -0.120 3.895 -5.027
H -1.896 3.822 -4.856
H -1.144 3.476 -6.441
H -1.837 1.051 -7.023
H -3.033 0.809 -5.714
H -1.725 -0.404 -5.958
H 3.671 -0.219 -4.527
H 3.319 -1.513 -3.345
H 3.166 0.194 -2.866
H 1.440 1.886 -4.740
H 0.879 0.914 -6.146
H 1.371 -2.658 -5.316
H 0.693 -1.385 -6.384
H -0.322 -2.108 -5.128
Br -0.469 2.873 3.181
C 1.158 2.804 4.201
C 1.145 3.367 5.484
C 2.224 3.150 6.352
C 3.309 2.362 5.946
C 3.313 1.803 4.668
C 2.289 2.085 3.753
C 2.140 1.168 2.581
O 1.539 1.404 1.487
O 2.580 -0.044 2.840
H 0.285 3.944 5.816
H 2.232 3.595 7.342
H 4.143 2.148 6.616
H 4.093 1.109 4.353
*
```

- Energy above the lowest of the compared OMol25 structures with the same formula, charge and spin: 241.59 kcal per mole
- Largest force on an atom: 4.27 eV/Å
- ⟨S²⟩: 15.802
- Orbital gap (spin up / spin down): 3.8836 / 5.4783 eV
- HOMO energy (spin up / spin down): -6.1 / -9.7 eV